{
  "formula": "C4H12NOS",
  "method": "ωB97M-V with the def2-TZVPD basis set",
  "homo_energy_ev": -2.4,
  "lumo_energy_ev": 3.440,
  "orbital_gap_ev": 5.85,
  "total_charge": -1,
  "symbols": ["H", "H", "H", "H", "S", "C", "H", "H", "O", "H", "H", "C", "H", "H", "C", "H", "N", "H", "C"],
  "xyz": [[0.577, -1.992, -1.315], [-1.210, 0.969, 0.519], [-2.710, -1.718, 0.630], [1.996, 0.576, 0.511], [2.413, 2.604, -1.342], [1.038, 1.175, 0.552], [1.062, -0.419, -1.229], [-1.995, -3.174, 0.491], [-2.725, -2.720, 0.542], [0.257, 3.002, -0.265], [0.232, -1.582, 0.841], [0.262, -1.065, -1.011], [-0.548, -0.730, -1.743], [1.339, 1.711, 1.494], [-0.258, 0.402, 0.919], [-0.475, 0.210, 1.973], [-0.348, -0.973, 0.305], [0.244, 1.603, -1.312], [0.849, 2.121, -0.559]],
  "lowdin_charge": [0.041, 0.133, 0.072, 0.094, 0.072, -0.382, 0.038, -0.089, -0.043, 0.046, 0.076, -0.148, 0.104, 0.100, -0.221, 0.088, -0.144, 0.021, -0.858]
}


{
  "formula": "C4H12NOS",
  "method": "ωB97M-V with the def2-TZVPD basis set",
  "homo_energy_ev": -12.9,
  "lumo_energy_ev": -3.334,
  "orbital_gap_ev": 9.58,
  "total_charge": 1,
  "symbols": ["H", "H", "H", "H", "H", "H", "H", "S", "C", "H", "C", "N", "H", "C", "H", "H", "H", "C", "O"],
  "xyz": [[0.619, 0.244, 3.309], [0.807, 0.923, 0.891], [-1.000, 1.046, -0.412], [-1.891, 0.329, 0.822], [1.978, -1.012, -2.950], [0.099, -2.622, -1.521], [1.908, 0.705, -2.675], [-0.135, -0.265, -2.043], [-0.087, 1.219, 1.441], [0.195, -1.629, -0.076], [1.677, -0.259, -2.228], [-1.296, 1.132, 0.599], [2.194, -0.415, -1.289], [-0.330, -1.755, -1.025], [-1.912, 1.933, 0.724], [-1.391, -1.913, -0.843], [0.102, 2.247, 1.749], [-0.260, 0.330, 2.655], [-1.281, -0.240, 2.873]],
  "lowdin_charge": [0.144, 0.129, 0.056, 0.152, 0.045, 0.049, 0.037, 0.777, -0.104, 0.029, -0.372, 0.158, 0.038, -0.389, 0.175, 0.040, 0.147, -0.217, 0.105]
}


{
  "formula": "C4H12NOS",
  "method": "ωB97M-V with the def2-TZVPD basis set",
  "homo_energy_ev": [-10.4, -14.2],
  "lumo_energy_ev": [-3.130, -5.050],
  "orbital_gap_ev": [7.30, 9.19],
  "total_charge": 1,
  "spin_multiplicity": 3,
  "symbols": ["H", "H", "H", "H", "S", "C", "C", "H", "H", "C", "C", "N", "H", "O", "H", "H", "H", "H", "H"],
  "xyz": [[-2.183, 2.131, -0.834], [1.847, 1.325, 0.369], [1.441, 0.711, -1.021], [-2.343, 1.749, 1.180], [-2.217, -1.130, -0.394], [-1.491, 0.433, 0.118], [0.862, -0.535, 0.633], [2.750, -0.152, -0.200], [-2.619, -1.424, 0.807], [1.814, 0.299, -0.143], [-1.273, 1.515, -0.853], [0.581, -1.898, 0.178], [-1.248, 1.243, -1.967], [-1.986, 0.775, 1.320], [-0.254, 1.962, -0.716], [1.280, -2.054, -0.635], [-0.497, -1.941, -0.126], [0.678, -0.493, 1.640], [0.584, -2.455, 1.001]],
  "lowdin_charge": [0.097, 0.133, 0.048, 0.179, 0.913, -0.778, -0.146, 0.072, -0.094, -0.057, -0.098, 0.113, 0.119, -0.052, 0.086, 0.209, 0.020, 0.097, 0.140]
}


{
  "formula": "C4H12NPS",
  "method": "ωB97M-V with the def2-TZVPD basis set",
  "homo_energy_ev": [-7.5, -7.5],
  "lumo_energy_ev": [0.260, 0.260],
  "orbital_gap_ev": [7.79, 7.79],
  "symbols": ["N", "H", "H", "C", "C", "H", "C", "H", "H", "C", "S", "H", "H", "H", "H", "H", "H", "P", "H"],
  "xyz": [[1.398, 0.190, -0.190], [0.301, -0.758, -1.672], [0.375, 2.939, -0.344], [2.140, -0.128, 0.991], [1.151, -0.949, -1.017], [-1.388, 3.201, -0.358], [-0.590, 2.481, -0.546], [-0.626, 2.143, -1.579], [0.972, -1.874, -0.452], [-2.447, -1.430, 0.568], [-2.101, -0.039, -0.563], [-3.473, -1.352, 0.914], [1.759, -1.007, 1.533], [-1.758, -1.383, 1.407], [-2.311, -2.353, 0.012], [2.031, -1.104, -1.654], [2.146, 0.729, 1.661], [-0.752, 1.042, 0.591], [3.174, -0.350, 0.698]],
  "lowdin_charge": [-0.274, 0.025, 0.024, -0.250, -0.245, 0.025, -0.422, 0.018, 0.069, -0.461, 0.483, 0.021, 0.065, 0.009, 0.025, 0.080, 0.056, 0.675, 0.077]
}


{
  "formula": "C4H12NS",
  "method": "ωB97M-V with the def2-TZVPD basis set",
  "homo_energy_ev": -12.8,
  "lumo_energy_ev": -4.582,
  "orbital_gap_ev": 8.24,
  "total_charge": 1,
  "symbols": ["H", "H", "C", "H", "C", "H", "H", "S", "H", "H", "N", "H", "H", "C", "H", "H", "H", "C"],
  "xyz": [[-0.162, -1.844, 2.026], [-0.797, 2.711, -1.173], [-1.508, -1.793, -0.795], [2.733, -0.242, -0.683], [-1.118, -1.576, 1.578], [-2.211, -2.586, -0.577], [-1.519, -0.700, 2.081], [0.807, 0.952, -1.380], [0.851, 3.314, -0.914], [-0.189, -0.489, -0.094], [-0.886, -1.243, 0.163], [1.834, 0.392, 0.741], [2.878, 1.443, -0.195], [2.192, 0.604, -0.268], [-1.295, -1.439, -1.794], [0.014, 2.423, 0.366], [-1.786, -2.429, 1.629], [0.162, 2.502, -0.710]],
  "lowdin_charge": [0.107, 0.040, 0.162, 0.042, 0.007, 0.125, 0.109, 0.775, 0.045, 0.042, -0.026, 0.033, 0.049, -0.386, 0.112, 0.041, 0.099, -0.377]
}


{
  "formula": "C4H12NS2",
  "method": "ωB97M-V with the def2-TZVPD basis set",
  "homo_energy_ev": -12.9,
  "lumo_energy_ev": -3.307,
  "orbital_gap_ev": 9.58,
  "total_charge": 1,
  "symbols": ["H", "C", "H", "H", "C", "H", "H", "H", "H", "C", "H", "C", "N", "H", "S", "S", "H", "H", "H"],
  "xyz": [[-1.462, 0.183, 2.875], [-1.947, 0.824, 2.140], [0.574, 1.885, -1.403], [-0.015, 0.354, -1.408], [-1.340, 0.607, 0.793], [-1.875, 1.859, 2.458], [-1.298, -0.415, 0.434], [2.799, -0.066, -1.728], [-0.879, 2.636, 0.362], [-0.867, 1.599, 0.059], [2.399, -3.203, -0.451], [1.717, -2.464, -0.041], [-0.291, 1.365, -1.275], [-0.932, 1.641, -2.027], [0.802, -1.724, -1.427], [2.369, -0.991, -2.598], [0.986, -2.933, 0.614], [2.259, -1.698, 0.505], [-3.001, 0.542, 2.119]],
  "lowdin_charge": [0.090, -0.064, 0.159, 0.016, -0.118, 0.085, 0.103, -0.194, 0.131, -0.099, 0.039, -0.427, 0.162, 0.178, 0.395, 0.375, 0.040, 0.036, 0.094]
}


{
  "formula": "C4H12O",
  "method": "ωB97M-V with the def2-TZVPD basis set",
  "homo_energy_ev": -11.3,
  "lumo_energy_ev": 0.874,
  "orbital_gap_ev": 12.16,
  "smiles": "CC(C)C.O",
  "symbols": ["H", "H", "H", "H", "H", "C", "H", "H", "H", "C", "H", "C", "C", "H", "H", "O", "H"],
  "xyz": [[1.921, -0.859, 1.392], [0.096, -1.801, 0.035], [1.926, 1.267, -1.227], [-0.016, 1.230, 0.417], [-1.008, -0.805, 1.114], [1.268, 0.406, -1.152], [0.528, 0.375, -1.954], [-1.167, -0.711, -0.579], [1.856, -0.504, -1.281], [1.563, 0.174, 1.309], [1.123, 0.294, 2.306], [-0.418, -0.864, 0.204], [0.548, 0.313, 0.179], [-2.816, 0.522, -0.739], [2.393, 0.872, 1.289], [-3.621, 0.223, -0.301], [-4.176, -0.132, -1.010]],
  "lowdin_charge": [0.078, 0.082, 0.075, 0.131, 0.083, -0.092, 0.072, 0.052, 0.081, -0.104, 0.074, -0.091, -0.506, 0.015, 0.071, -0.063, 0.043]
}


{
  "formula": "C4H12O",
  "method": "ωB97M-V with the def2-TZVPD basis set",
  "homo_energy_ev": -10.3,
  "lumo_energy_ev": 0.996,
  "orbital_gap_ev": 11.30,
  "smiles": "CCO.CC",
  "symbols": ["H", "H", "C", "H", "C", "H", "C", "H", "H", "H", "H", "C", "H", "H", "O", "H", "H"],
  "xyz": [[-0.340, -1.399, -2.209], [-0.834, 0.116, 1.084], [-0.178, 0.486, -1.326], [0.647, -0.097, 3.859], [-0.805, -0.035, 2.221], [0.879, -1.259, 2.700], [0.865, 0.676, -2.364], [1.761, -0.057, -2.283], [1.301, 1.712, -2.317], [-1.429, -0.783, 2.519], [1.420, 0.372, 2.336], [0.604, -0.215, 2.810], [-1.047, 1.145, -1.597], [0.494, 0.643, -3.347], [-0.606, -0.905, -1.391], [0.334, 0.421, -0.312], [-1.252, 0.949, 2.653]],
  "lowdin_charge": [0.094, 0.048, -0.314, 0.039, -0.152, 0.055, -0.135, 0.115, 0.089, 0.017, 0.071, -0.170, 0.131, 0.047, -0.138, 0.110, 0.094]
}


{
  "formula": "C4H12O",
  "method": "ωB97M-V with the def2-TZVPD basis set",
  "homo_energy_ev": -10.4,
  "lumo_energy_ev": 0.868,
  "orbital_gap_ev": 11.23,
  "smiles": "CCC.CO",
  "symbols": ["H", "H", "H", "H", "H", "C", "H", "H", "H", "C", "H", "H", "H", "H", "C", "O", "C"],
  "xyz": [[-0.254, -3.212, -2.323], [0.435, 1.869, 2.948], [0.468, -1.854, -1.306], [0.241, 2.371, 0.471], [-1.204, -1.827, -2.073], [-1.053, 0.646, 0.823], [0.294, -0.693, -3.533], [0.829, 0.306, 2.625], [0.977, 0.788, 0.052], [0.925, 1.293, 2.152], [-1.551, 1.221, 1.605], [-1.033, -0.345, 1.283], [-1.509, 0.351, -0.118], [1.983, 1.563, 2.221], [-0.141, -2.141, -2.147], [0.244, -1.662, -3.435], [0.349, 1.327, 0.754]],
  "lowdin_charge": [0.079, 0.073, 0.066, 0.095, 0.079, -0.124, 0.081, 0.070, 0.087, -0.155, 0.070, 0.060, 0.055, 0.067, -0.158, -0.146, -0.300]
}


{
  "formula": "C4H12O",
  "method": "ωB97M-V with the def2-TZVPD basis set",
  "homo_energy_ev": -10.3,
  "lumo_energy_ev": 0.913,
  "orbital_gap_ev": 11.17,
  "smiles": "CCO.CC",
  "symbols": ["H", "H", "C", "C", "H", "H", "H", "O", "H", "H", "H", "H", "C", "H", "H", "C", "H"],
  "xyz": [[1.164, 0.421, 0.144], [-1.214, 2.274, 1.494], [-1.957, 1.528, 1.289], [1.508, -0.269, -0.625], [0.022, -1.752, -0.959], [-2.370, -0.567, 1.857], [1.717, -2.305, -1.225], [1.140, 0.301, -1.910], [0.641, 1.108, -1.791], [2.598, -0.151, -0.568], [-0.984, -0.395, 0.821], [-0.867, 0.105, 2.478], [-1.545, 0.099, 1.614], [-2.830, 1.846, 1.868], [1.092, -2.112, 0.399], [1.053, -1.701, -0.605], [-2.246, 1.584, 0.242]],
  "lowdin_charge": [0.096, 0.051, -0.165, -0.311, 0.075, 0.064, 0.077, -0.096, 0.067, 0.107, 0.030, 0.069, -0.164, 0.064, 0.072, -0.096, 0.060]
}